Run w
This record from OMol25 describes 15 unconnected molecules or ions with the total composition C15H60O15. The level of theory is the ωB97M-V functional and the def2-TZVPD basis.

Geometry as ORCA input:
```
! wB97M-V def2-TZVPD RIJCOSX def2/J DEFGRID3
* xyz 0 1
C -5.52000 -27.13200 -11.08500
O -5.79100 -27.55100 -12.37300
H -5.87400 -26.09300 -11.02300
H -4.47300 -27.15200 -10.90000
H -6.00700 -27.63600 -10.23600
H -6.71000 -27.91500 -12.41500
C -1.71900 -23.74200 -6.10300
O -1.32100 -23.57800 -4.73500
H -1.96100 -22.75600 -6.36800
H -2.57200 -24.37600 -6.22700
H -0.95900 -24.11600 -6.77700
H -0.55600 -22.98600 -4.69100
C 0.21200 -25.93100 -8.86700
O 1.23500 -26.79200 -8.48000
H -0.26500 -26.34500 -9.73800
H 0.39100 -24.86200 -8.99800
H -0.59400 -26.03100 -8.17200
H 0.82800 -27.63000 -8.20300
C -3.48900 -22.83500 -8.66200
O -2.44300 -23.73200 -8.81300
H -3.15500 -21.83800 -8.28200
H -4.11500 -23.22200 -7.84200
H -4.12100 -22.73900 -9.53200
H -2.70100 -24.53100 -9.27400
C -1.46900 -28.16900 -12.43800
O -1.83800 -27.67200 -11.23000
H -0.73200 -28.95900 -12.17200
H -1.02700 -27.31900 -13.02600
H -2.37000 -28.60400 -12.85800
H -2.04300 -26.70900 -11.27100
C -8.21200 -26.47600 -8.60500
O -9.13900 -27.19900 -7.85700
H -8.03300 -26.94100 -9.58000
H -7.26200 -26.28200 -8.12600
H -8.64500 -25.52700 -8.88700
H -9.19700 -26.80100 -6.99900
C -1.07500 -26.81700 -5.51200
O -2.01000 -27.53900 -6.37300
H -0.53300 -27.46500 -4.89800
H -1.53900 -26.16900 -4.85900
H -0.40100 -26.11800 -6.04400
H -2.51800 -28.15600 -5.78200
C 0.51000 -29.74000 -6.27800
O 0.09700 -28.86100 -7.30500
H 1.41100 -29.29400 -5.81600
H 0.86000 -30.68100 -6.69600
H -0.25500 -29.99500 -5.51800
H -0.68000 -28.36700 -6.98400
C -4.26100 -25.93500 -8.34400
O -3.01400 -26.43900 -8.72400
H -4.61300 -25.13700 -9.02100
H -4.20900 -25.61200 -7.30900
H -5.01500 -26.70200 -8.39900
H -2.72500 -27.01100 -8.01200
C -3.95800 -26.14200 -4.13700
O -5.16200 -25.85000 -3.57600
H -3.43200 -25.19200 -4.24500
H -4.08400 -26.52900 -5.14400
H -3.30000 -26.69000 -3.50300
H -5.53700 -26.65500 -3.22300
C -6.79200 -23.56900 -9.61300
O -6.39500 -22.53200 -10.45400
H -7.84500 -23.58600 -9.42600
H -6.25700 -23.50600 -8.66900
H -6.63100 -24.58100 -10.02400
H -6.92700 -21.71400 -10.30100
C -5.61600 -28.40200 -6.11600
O -6.76000 -28.59700 -6.94200
H -4.95600 -27.72000 -6.62300
H -4.99600 -29.32000 -6.02400
H -5.84500 -28.00500 -5.16100
H -7.36300 -29.08200 -6.36200
C -6.52400 -24.71100 -6.01200
O -7.08400 -24.48300 -4.77100
H -5.55200 -24.30600 -6.09800
H -7.09800 -24.36600 -6.87500
H -6.45200 -25.80000 -6.08600
H -6.45600 -24.77400 -4.13100
C -5.59100 -24.22200 -12.92800
O -4.63700 -23.89500 -11.95400
H -5.25300 -24.08300 -13.91800
H -6.47600 -23.56800 -12.77000
H -5.96300 -25.20000 -12.89500
H -5.06700 -23.31000 -11.31700
C -3.45900 -29.45600 -8.98600
O -2.04900 -29.26400 -9.09700
H -4.10500 -28.74600 -9.51400
H -3.71400 -29.33900 -7.91000
H -3.70800 -30.44000 -9.32600
H -1.90600 -28.58000 -9.72700
*
```

- HOMO energy: -8.96 eV
- LUMO level: 0.0133 eV
- Frontier orbital gap: 8.97 eV

Löwdin charges, unit e, in atom order: C -0.20; O -0.10; H 0.05; H 0.05; H 0.08; H 0.11; C -0.15; O -0.12; H 0.06; H 0.06; H 0.07; H 0.09; C -0.18; O -0.11; H 0.06; H 0.09; H 0.03; H 0.03; C -0.17; O -0.12; H 0.10; H 0.06; H 0.06; H 0.05; C -0.15; O -0.17; H 0.10; H 0.11; H 0.08; H 0.11; C -0.19; O -0.08; H 0.08; H 0.04; H 0.06; H 0.07; C -0.07; O -0.14; H 0.08; H 0.02; H 0.11; H 0.13; C -0.13; O -0.16; H 0.09; H 0.08; H 0.09; H 0.01; C -0.15; O -0.12; H 0.08; H 0.07; H 0.06; H 0.04; C -0.18; O -0.09; H 0.09; H 0.05; H 0.09; H 0.10; C -0.16; O -0.13; H 0.07; H 0.06; H 0.07; H 0.14; C -0.17; O -0.09; H 0.03; H 0.09; H 0.06; H 0.09; C -0.18; O -0.09; H 0.06; H 0.07; H 0.07; H 0.02; C -0.16; O -0.12; H 0.07; H 0.09; H 0.03; H 0.01; C -0.12; O -0.11; H 0.06; H 0.06; H 0.07; H 0.00


Run x
This record from OMol25 describes 15 unconnected molecules or ions with the total composition C15H60O15. The level of theory is the ωB97M-V functional and the def2-TZVPD basis.

Geometry as ORCA input:
```
! wB97M-V def2-TZVPD RIJCOSX def2/J DEFGRID3
* xyz 0 1
C 6.12318 14.49541 -15.70694
O 6.84854 13.32886 -16.08215
H 5.81483 14.50194 -14.65692
H 6.75770 15.37684 -15.80116
H 5.25847 14.63096 -16.36118
H 6.20010 12.62202 -16.14381
C -0.30259 14.42507 -12.27807
O -0.50254 13.00724 -12.43795
H 0.56612 14.76476 -12.82800
H -1.19807 14.93877 -12.63562
H -0.22170 14.60915 -11.20573
H -1.03471 12.70870 -11.69850
C 6.22222 15.86944 -9.81368
O 6.31089 16.22062 -11.17326
H 6.47963 16.72533 -9.17945
H 5.25921 15.43483 -9.53044
H 6.98242 15.13953 -9.52636
H 5.70352 16.99997 -11.30426
C 3.43171 17.19558 -14.55598
O 2.06929 16.88848 -14.86566
H 3.89699 16.46716 -13.88570
H 4.02037 17.33602 -15.46012
H 3.44144 18.14673 -14.01299
H 1.56733 17.01453 -14.04605
C 2.39850 19.02668 -16.29026
O 1.33552 19.96235 -16.24209
H 2.66691 18.76997 -17.31456
H 3.35693 19.33856 -15.85979
H 2.13455 18.08564 -15.79513
H 1.29583 20.24477 -15.31923
C -0.50906 18.63900 -16.08114
O -1.80522 18.95348 -15.57966
H -0.01675 18.00137 -15.34614
H -0.54461 18.05508 -17.00671
H 0.03428 19.56065 -16.27239
H -2.25573 18.13921 -15.34606
C 4.08854 17.93323 -19.92146
O 4.65067 17.42022 -18.72939
H 4.66606 18.75158 -20.34499
H 3.89312 17.10605 -20.60573
H 3.11644 18.40488 -19.71991
H 4.07459 16.73161 -18.34250
C 4.77130 19.12560 -10.12118
O 4.89348 18.43849 -11.35886
H 5.72028 19.01425 -9.58971
H 4.65634 20.19242 -10.31975
H 3.98845 18.69809 -9.49046
H 4.62134 19.04552 -12.07949
C 7.13727 19.61609 -17.57184
O 6.59130 18.50041 -16.88668
H 6.56144 19.76531 -18.48912
H 7.07600 20.54855 -17.00043
H 8.18998 19.50204 -17.84022
H 5.84514 18.21080 -17.43017
C 4.81632 21.07866 -13.83503
O 3.95003 20.17631 -13.16361
H 4.43783 21.35566 -14.82174
H 4.84463 22.01454 -13.26232
H 5.83013 20.68677 -13.87687
H 3.01534 20.39533 -13.32686
C 1.84776 15.61141 -18.33120
O 2.77243 16.09486 -17.36382
H 1.35811 16.46203 -18.81373
H 2.31898 14.98945 -19.08900
H 1.09175 15.02541 -17.80370
H 2.34967 16.30371 -16.51526
C 2.37498 13.20661 -14.62442
O 2.06804 12.44035 -13.47315
H 2.04616 14.25208 -14.59862
H 3.45964 13.30678 -14.70132
H 1.98437 12.72449 -15.52475
H 1.13410 12.62542 -13.28303
C 7.41828 18.10596 -13.51135
O 8.17418 18.81012 -14.48265
H 6.37054 18.42460 -13.53752
H 7.47001 17.03405 -13.73539
H 7.81468 18.24380 -12.50679
H 7.67278 18.78871 -15.31034
C 1.84879 16.77671 -11.30220
O 0.86394 17.18568 -12.27846
H 1.52060 17.07238 -10.30463
H 1.98675 15.69642 -11.28268
H 2.78307 17.26443 -11.58009
H 0.32352 17.82651 -11.81209
C 0.78730 19.65004 -12.52477
O 1.27196 20.71669 -13.36728
H 1.41127 18.77313 -12.71922
H 0.80330 19.82414 -11.44714
H -0.21998 19.35373 -12.83048
H 0.68431 21.40890 -13.03036
*
```

- HOMO energy: -8.78 eV
- LUMO level: -0.1397 eV
- Frontier orbital gap: 8.64 eV

Löwdin charges, unit e, in atom order: C -0.17; O -0.11; H 0.07; H 0.07; H 0.07; H 0.07; C -0.13; O -0.12; H 0.05; H 0.09; H 0.09; H 0.09; C -0.19; O -0.15; H 0.07; H 0.07; H 0.07; H 0.03; C -0.10; O -0.20; H 0.10; H 0.09; H 0.07; H 0.06; C -0.12; O -0.13; H 0.09; H 0.08; H 0.01; H 0.07; C -0.15; O -0.12; H 0.07; H 0.09; H 0.00; H 0.06; C -0.14; O -0.15; H 0.08; H 0.08; H 0.07; H 0.04; C -0.11; O -0.19; H 0.08; H 0.09; H 0.08; H 0.03; C -0.14; O -0.14; H 0.08; H 0.08; H 0.08; H 0.04; C -0.09; O -0.17; H 0.09; H 0.08; H 0.08; H 0.05; C -0.11; O -0.16; H 0.08; H 0.09; H 0.09; H 0.04; C -0.16; O -0.12; H 0.05; H 0.07; H 0.08; H 0.02; C -0.16; O -0.13; H 0.05; H 0.08; H 0.08; H 0.02; C -0.08; O -0.21; H 0.10; H 0.08; H 0.07; H 0.05; C -0.11; O -0.11; H 0.06; H 0.11; H 0.11; H 0.12


It is run w that is the most stable of them.